i:
Density functional theory data (ωB97M-V with the def2-TZVPD basis set) for one molecule with the formula C2H6NO3P.

Geometry as ORCA input:
```
! wB97M-V def2-TZVPD RIJCOSX def2/J DEFGRID3
* xyz 0 1
C -1.715 -0.663 -0.967
C 1.828 0.290 0.960
N -0.348 -0.607 -0.522
O -0.133 1.743 -0.396
O 0.474 -0.920 -1.332
O -0.916 0.559 1.702
P 0.095 0.765 0.688
H -2.340 -1.237 -0.258
H -1.766 -1.265 -1.811
H -2.004 0.432 -1.361
H 2.529 1.166 1.291
H 1.990 -0.250 1.937
H 2.306 -0.013 0.069
*
```

Computed properties:
HOMO-LUMO gap (alpha / beta)	8.4 / 8.4	eV
LUMO (alpha / beta)	-2.007 / -2.007	eV
HOMO energy (alpha / beta)	-10.4 / -10.4	eV

=====

ii:
Density functional theory data (ωB97M-V with the def2-TZVPD basis set) for one molecule with the formula C2H6NO3P.

Geometry as ORCA input:
```
! wB97M-V def2-TZVPD RIJCOSX def2/J DEFGRID3
* xyz 0 1
C -1.665 -1.216 -0.145
C 1.548 1.302 -0.008
N -0.835 -0.117 -0.059
O 1.654 -1.506 0.207
O -1.267 0.995 0.054
O 0.198 -0.331 -1.878
P 0.944 -0.375 -0.406
H -1.677 -1.693 0.806
H -1.208 -2.027 -0.628
H -2.729 -0.923 -0.309
H 2.437 1.298 -0.623
H 0.883 2.129 -0.270
H 1.783 1.184 1.017
*
```

Computed properties:
HOMO-LUMO gap (alpha / beta)	9.0 / 9.0	eV
LUMO (alpha / beta)	-1.191 / -1.193	eV
HOMO energy (alpha / beta)	-10.2 / -10.2	eV

=====

Which structure is the most stable? The one labeled i.

=====

i:
Density functional theory data (ωB97M-V with the def2-TZVPD basis set) for C3H3FN2S as an isolated structure.

Geometry as ORCA input:
```
! wB97M-V def2-TZVPD RIJCOSX def2/J DEFGRID3
* xyz 0 1
C 0.961 -1.029 -1.140
C -0.277 -1.507 -0.768
C -0.313 0.864 0.306
N 1.357 0.120 -0.863
N -0.560 1.854 1.086
F -0.537 1.608 2.762
S -1.276 -0.485 0.367
H 1.436 -1.724 -1.932
H -0.742 -2.460 -0.911
H -0.048 2.759 1.091
*
```

Computed properties:
HOMO-LUMO gap (alpha / beta)	7.1 / 7.0	eV
LUMO (alpha / beta)	-1.749 / -1.849	eV
HOMO energy (alpha / beta)	-8.8 / -8.8	eV

=====

ii:
Density functional theory data (ωB97M-V with the def2-TZVPD basis set) for one molecule with the formula C3H3FN2S.

Geometry as ORCA input:
```
! wB97M-V def2-TZVPD RIJCOSX def2/J DEFGRID3
* xyz 0 1
F -0.374 2.169 -0.106
C 0.270 0.989 -0.159
C 1.527 0.490 -0.107
N 1.433 -0.863 -0.105
C 0.174 -1.220 -0.074
N -0.630 -0.080 -0.271
S -2.294 -0.083 -0.172
H 2.486 1.064 0.052
H -0.096 -2.297 -0.200
H -2.495 -0.169 1.142
*
```

Computed properties:
HOMO-LUMO gap	9.8	eV
LUMO	0.515	eV
HOMO energy	-9.3	eV

=====

Which structure is the most stable? The one labeled ii.

=====

i:
Density functional theory data (ωB97M-V with the def2-TZVPD basis set) for a 2-piece molecular cluster, C5H9ClN2 overall.

Geometry as ORCA input:
```
! wB97M-V def2-TZVPD RIJCOSX def2/J DEFGRID3
* xyz 0 1
C -1.452 -1.156 0.605
C -1.486 0.337 0.152
C -0.354 -1.694 -0.358
C -0.052 0.496 -0.230
C 0.731 1.717 -0.217
N 0.482 -0.625 -0.596
N 3.894 0.961 0.583
Cl 3.417 -0.498 0.108
H -1.282 -1.203 1.705
H -2.452 -1.560 0.420
H -1.958 0.276 -0.778
H -1.794 1.235 0.683
H 0.230 -2.566 0.043
H -0.809 -1.999 -1.356
H 1.470 1.786 0.516
H 0.036 2.645 -0.122
H 1.377 1.847 -1.156
*
```

Computed properties:
HOMO-LUMO gap (alpha / beta)	8.4 / 8.3	eV
LUMO (alpha / beta)	-0.779 / -0.800	eV
HOMO energy (alpha / beta)	-9.1 / -9.1	eV

=====

ii:
Density functional theory data (ωB97M-V with the def2-TZVPD basis set) for one molecule with the formula C5H9ClN2.

Geometry as ORCA input:
```
! wB97M-V def2-TZVPD RIJCOSX def2/J DEFGRID3
* xyz 0 1
C -0.210 -0.074 1.383
C 0.381 0.913 0.595
C -0.447 0.210 -1.538
C -1.280 -2.169 1.375
C 1.394 1.777 -1.285
N -0.966 -0.933 0.831
N 0.419 0.889 -0.764
Cl -0.122 0.003 -3.252
H 0.171 -0.147 2.416
H 1.134 1.499 0.987
H -1.101 -0.366 -0.974
H -0.506 -2.927 1.017
H -1.265 -2.005 2.549
H -2.317 -2.664 1.067
H 1.353 2.690 -0.700
H 2.360 1.321 -1.450
H 1.004 1.984 -2.256
*
```

Computed properties:
HOMO-LUMO gap (alpha / beta)	7.5 / 7.5	eV
LUMO (alpha / beta)	0.477 / 0.479	eV
HOMO energy (alpha / beta)	-7.1 / -7.1	eV

=====

Which structure is the most stable? The one labeled ii.

=====

i:
Density functional theory data (ωB97M-V with the def2-TZVPD basis set) for a 2-piece molecular cluster, C2H8NS overall.

Geometry as ORCA input:
```
! wB97M-V def2-TZVPD RIJCOSX def2/J DEFGRID3
* xyz -1 1
S 1.696 -0.940 2.390
H 0.699 -0.238 2.954
C 0.445 0.938 -1.135
N 0.039 -0.463 -0.921
C -1.089 -0.530 0.017
H 1.517 1.040 -0.981
H 0.268 1.149 -2.192
H -0.138 1.623 -0.522
H 0.786 -0.849 -0.336
H -1.334 -1.584 0.182
H -2.009 -0.126 -0.415
H -0.878 -0.021 0.959
*
```

Computed properties:
HOMO-LUMO gap	6.9	eV
LUMO	4.217	eV
HOMO energy	-2.7	eV

=====

ii:
Density functional theory data (ωB97M-V with the def2-TZVPD basis set) for a 2-piece molecular cluster, C2H8NS overall.

Geometry as ORCA input:
```
! wB97M-V def2-TZVPD RIJCOSX def2/J DEFGRID3
* xyz -1 1
S 1.000 0.554 -3.050
H 0.769 1.855 -2.778
C 0.319 0.737 0.959
C -0.156 -0.383 0.020
N -0.626 -1.534 0.816
H -0.391 1.563 1.014
H 1.238 1.187 0.583
H 0.433 0.330 1.965
H 0.691 -0.747 -0.539
H -0.916 0.009 -0.654
H -0.993 -2.263 0.206
H -1.367 -1.307 1.459
*
```

Computed properties:
HOMO-LUMO gap	6.5	eV
LUMO	4.099	eV
HOMO energy	-2.4	eV

=====

Which structure is the most stable? The one labeled ii.

=====

i:
Density functional theory data (ωB97M-V with the def2-TZVPD basis set) for a 2-piece molecular cluster, C2H8NS overall.

Geometry as ORCA input:
```
! wB97M-V def2-TZVPD RIJCOSX def2/J DEFGRID3
* xyz -1 1
S 1.282 -2.186 1.537
H 1.953 -2.113 2.705
C -1.131 0.093 0.429
N -0.122 -0.186 -0.551
C 0.305 0.964 -1.367
H -2.046 0.443 -0.063
H -0.782 0.898 1.115
H -1.393 -0.779 1.022
H 0.655 -0.757 -0.224
H 0.820 1.623 -0.648
H 0.972 0.511 -2.095
H -0.513 1.490 -1.860
*
```

Computed properties:
HOMO-LUMO gap	6.8	eV
LUMO	4.092	eV
HOMO energy	-2.7	eV

=====

ii:
Density functional theory data (ωB97M-V with the def2-TZVPD basis set) for a 2-piece molecular cluster, C2H8NS overall.

Geometry as ORCA input:
```
! wB97M-V def2-TZVPD RIJCOSX def2/J DEFGRID3
* xyz -1 1
S -0.969 -0.557 -2.978
H -1.228 -0.342 -4.265
C 0.546 1.026 0.047
N 0.675 0.207 1.216
C -0.239 -0.920 1.306
H 1.481 1.555 -0.183
H 0.666 0.370 -0.830
H -0.295 1.697 -0.143
H 0.661 0.739 2.077
H -1.299 -0.666 1.195
H 0.008 -1.596 2.123
H -0.008 -1.512 0.436
*
```

Computed properties:
HOMO-LUMO gap	6.4	eV
LUMO	3.942	eV
HOMO energy	-2.4	eV

=====

iii:
Density functional theory data (ωB97M-V with the def2-TZVPD basis set) for a 2-piece molecular cluster, C2H8NS overall.

Geometry as ORCA input:
```
! wB97M-V def2-TZVPD RIJCOSX def2/J DEFGRID3
* xyz -1 1
S 0.900 -1.675 1.341
H 1.694 -0.762 1.929
C -1.501 0.868 -0.105
N -0.402 0.496 -0.981
C 0.151 1.664 -1.619
H -2.313 1.300 -0.710
H -1.210 1.653 0.613
H -1.859 0.010 0.463
H 0.322 0.076 -0.378
H 0.349 2.498 -0.924
H 1.100 1.420 -2.096
H -0.505 2.071 -2.390
*
```

Computed properties:
HOMO-LUMO gap	6.7	eV
LUMO	4.030	eV
HOMO energy	-2.7	eV

=====

Which structure is the most stable? The one labeled iii.

=====

i:
Density functional theory data (ωB97M-V with the def2-TZVPD basis set) for one molecule with the formula C4H10N2.

Geometry as ORCA input:
```
! wB97M-V def2-TZVPD RIJCOSX def2/J DEFGRID3
* xyz 0 1
C -1.102 0.268 -1.924
C 0.431 1.103 1.761
N -0.896 -0.234 -0.587
N 0.750 0.802 0.392
C 0.326 -0.785 -0.316
C 0.255 -1.889 0.544
H 1.244 1.546 -0.103
H 1.090 -0.824 -1.098
H -1.663 -0.492 -2.485
H -0.181 0.492 -2.477
H -1.737 1.155 -1.888
H -0.150 0.267 2.166
H 1.332 1.194 2.382
H -0.145 2.028 1.870
H 1.027 -2.645 0.545
H -0.582 -1.986 1.218
*
```

Computed properties:
HOMO-LUMO gap (alpha / beta)	7.1 / 8.8	eV
LUMO (alpha / beta)	-0.607 / 0.431	eV
HOMO energy (alpha / beta)	-7.7 / -8.3	eV

=====

ii:
Density functional theory data (ωB97M-V with the def2-TZVPD basis set) for one molecule with the formula C4H10N2.

Geometry as ORCA input:
```
! wB97M-V def2-TZVPD RIJCOSX def2/J DEFGRID3
* xyz 0 1
H -2.266 -2.415 2.384
N -1.530 -1.763 2.157
C -1.336 -1.522 0.926
N -0.277 -0.797 0.491
C -0.300 -0.141 -0.824
C 0.975 0.601 -1.086
C 1.288 1.725 -0.065
H -1.967 -1.947 0.146
H 0.268 -0.319 1.191
H -1.166 0.533 -0.820
H -0.510 -0.869 -1.569
H 1.840 -0.045 -1.277
H 0.968 1.020 -2.097
H 0.431 1.841 0.600
H 2.199 1.433 0.442
H 1.383 2.665 -0.599
*
```

Computed properties:
HOMO-LUMO gap	9.8	eV
LUMO	1.063	eV
HOMO energy	-8.8	eV

=====

Which structure is the most stable? The one labeled ii.

=====

i:
Density functional theory data (ωB97M-V with the def2-TZVPD basis set) for one molecule with the formula C4H10N2.

Geometry as ORCA input:
```
! wB97M-V def2-TZVPD RIJCOSX def2/J DEFGRID3
* xyz 0 1
C 2.114 0.245 -0.275
N 0.984 -0.636 -0.390
C -0.102 -0.235 0.540
C -1.393 -0.968 0.040
N -1.687 0.162 -0.847
C -0.885 1.017 0.144
H 2.960 -0.206 -0.891
H 1.853 1.281 -0.628
H 2.445 0.295 0.793
H 1.267 -1.610 -0.185
H 0.262 -0.146 1.523
H -1.102 -1.938 -0.475
H -2.126 -1.020 0.893
H -2.733 0.510 -1.004
H -1.498 1.325 1.062
H -0.358 1.925 -0.299
*
```

Computed properties:
HOMO-LUMO gap	9.7	eV
LUMO	1.101	eV
HOMO energy	-8.6	eV

=====

ii:
Density functional theory data (ωB97M-V with the def2-TZVPD basis set) for one molecule with the formula C4H10N2.

Geometry as ORCA input:
```
! wB97M-V def2-TZVPD RIJCOSX def2/J DEFGRID3
* xyz 0 1
C 0.308 1.162 -1.558
N -0.346 1.415 -0.285
C 0.366 1.046 0.888
C 0.145 -0.118 1.492
C -0.874 -1.234 0.607
N -0.136 -2.265 -0.019
H 0.373 0.085 -1.722
H -0.293 1.596 -2.360
H 1.324 1.581 -1.623
H -0.632 2.389 -0.229
H 1.071 1.782 1.278
H 0.773 -0.403 2.331
H -1.434 -1.612 1.459
H -1.548 -0.753 -0.096
H 0.477 -2.735 0.635
H 0.424 -1.937 -0.799
*
```

Computed properties:
HOMO-LUMO gap	9.6	eV
LUMO	1.119	eV
HOMO energy	-8.5	eV

=====

Which structure is the most stable? The one labeled ii.